[1]
# C8H17NO3

A structure of composition C8H17NO3 (wB97M-V/def2-TZVPD, the OMol25 dataset).

Computed properties:
Total charge: 0
Highest occupied orbital energy (Eh): -0.34727
ΔE to the lowest compared entry with this formula, charge and spin (kJ/mol): 297.9
Multiplicity: 1

Cartesian coordinates (Å):
C  2.050  0.206  2.247
C  2.762  1.180  1.306
C  1.859  2.279  0.839
C  2.452  3.190  -0.262
C  0.836  1.928  -0.241
C  -3.088  -0.261  0.346
C  -1.393  -1.868  0.635
C  -1.231  -2.305  -0.768
H  1.667  0.718  3.117
H  2.720  -0.581  2.608
H  1.181  -0.237  1.761
H  3.650  1.613  1.785
H  3.135  0.632  0.429
H  1.380  2.826  1.678
H  3.436  2.876  -0.659
H  2.481  4.276  -0.082
H  0.948  0.904  -0.638
H  -0.236  2.113  -0.009
H  -3.306  0.804  0.527
H  -3.774  -0.847  0.968
H  -3.265  -0.484  -0.726
H  -2.153  -2.507  1.112
H  -0.428  -1.979  1.144
H  -0.561  -1.727  -1.423
H  -2.544  -3.579  -2.996
N  -1.943  -3.243  -1.239
O  1.386  2.876  -1.173
O  -1.742  -0.508  0.725
O  -1.671  -3.395  -2.618

Forces on atoms 1 to 6 (eV/Å):
C 0.296 -0.007 -0.155
C 0.201 -0.518 0.301
C -0.186 0.814 -0.117
C 0.188 0.569 -0.033
C -0.731 -0.552 -0.301
C -0.096 0.359 -0.222

Atom charges from the natural (NBO) analysis, given in e for atoms 1 to 4: C -0.61; C -0.39; C -0.27; C -0.05

[2]
# C49H56FHfN2OS6

A structure of composition C49H56FHfN2OS6 at a distorted geometry (wB97M-V/def2-TZVPD, the OMol25 dataset).

Computed properties:
Total charge: +1
Highest occupied orbital energy (Eh): -0.36815
Multiplicity: 1

Cartesian coordinates (Å):
Hf  -0.406  0.060  0.079
C  0.354  -2.693  -1.795
C  1.576  -2.480  -2.653
C  1.255  -1.827  -4.019
C  2.703  -1.687  -1.925
C  3.989  -2.235  -1.828
C  5.033  -1.541  -1.279
C  4.847  -0.294  -0.695
C  3.527  0.240  -0.706
C  3.344  1.584  -0.053
C  3.769  1.571  1.422
C  4.158  2.603  -0.783
C  2.498  -0.423  -1.346
N  1.207  0.162  -1.450
C  1.075  1.099  -2.358
C  -0.077  1.873  -2.674
C  0.204  3.055  -3.479
C  -0.817  3.842  -3.957
C  -2.125  3.482  -3.597
C  -2.481  2.441  -2.816
C  -1.448  1.567  -2.342
N  -1.740  0.556  -1.480
C  -3.053  -0.101  -1.573
C  -4.004  0.105  -0.601
C  -5.270  -0.503  -0.727
C  -5.525  -1.313  -1.789
C  -4.524  -1.610  -2.721
C  -3.279  -1.018  -2.615
C  -2.262  -1.349  -3.693
C  -2.510  -0.506  -4.929
C  -2.272  -2.826  -4.036
C  -3.903  1.071  0.541
C  -5.096  2.061  0.590
C  -3.716  0.430  1.917
H  -0.237  -3.524  -2.204
H  -0.388  -1.834  -1.819
H  0.630  -2.925  -0.743
H  1.973  -3.476  -2.768
H  0.943  -0.789  -3.915
H  0.496  -2.374  -4.598
H  2.146  -1.825  -4.666
H  4.170  -3.208  -2.235
H  6.005  -1.985  -1.325
H  5.646  0.206  -0.200
H  2.296  1.863  0.020
H  4.825  1.362  1.564
H  3.228  0.830  1.992
H  3.495  2.532  1.880
H  5.250  2.370  -0.761
H  4.051  3.562  -0.260
H  3.860  2.704  -1.830
H  1.994  1.291  -2.921
H  1.218  3.275  -3.728
H  -0.605  4.734  -4.511
H  -2.948  4.113  -3.904
H  -3.507  2.327  -2.544
H  -6.027  -0.318  0.021
H  -6.502  -1.754  -1.863
H  -4.740  -2.341  -3.519
H  -1.276  -1.118  -3.327
H  -3.437  -0.821  -5.395
H  -1.691  -0.702  -5.607
H  -2.556  0.585  -4.712
H  -3.053  -3.054  -4.761
H  -2.418  -3.454  -3.165
H  -1.364  -3.122  -4.538
H  -3.024  1.648  0.357
H  -5.943  1.558  1.042
H  -5.334  2.481  -0.405
H  -4.772  2.849  1.244
H  -4.656  -0.042  2.232
H  -3.445  1.172  2.668
H  -2.961  -0.364  1.939
C  1.653  5.139  2.844
S  1.841  4.609  1.089
C  0.180  4.667  0.488
C  -0.807  3.749  0.605
S  -0.552  2.180  1.431
S  -2.378  4.281  0.026
C  -1.954  5.889  -0.359
S  -2.989  7.009  -0.928
S  -0.245  6.192  -0.200
H  2.694  5.314  3.103
H  1.266  4.339  3.470
H  1.090  6.055  2.986
O  0.741  -0.510  1.726
S  1.087  -0.356  3.213
C  -0.496  -0.258  4.155
C  -1.057  -1.595  4.586
C  -1.823  -2.376  3.718
C  -2.337  -3.614  4.135
C  -2.085  -4.051  5.435
C  -1.326  -3.237  6.290
C  -0.798  -2.038  5.884
C  1.617  -2.033  3.614
C  2.995  -2.231  3.061
C  3.271  -3.061  1.961
C  4.545  -3.172  1.463
C  5.582  -2.406  1.981
C  5.312  -1.495  2.986
C  4.046  -1.425  3.552
H  -1.104  0.320  3.481
H  -0.178  0.333  5.031
H  -2.058  -2.051  2.717
H  -2.903  -4.219  3.449
H  -2.469  -5.030  5.749
H  -1.127  -3.580  7.303
H  -0.267  -1.457  6.601
H  0.825  -2.666  3.190
H  1.616  -2.052  4.736
H  2.483  -3.705  1.587
H  4.744  -3.836  0.643
H  6.577  -2.479  1.577
H  6.147  -0.895  3.339
H  3.838  -0.721  4.346
F  -1.575  -1.358  0.570

Forces on atoms 1 to 6 (eV/Å):
Hf -0.006 0.526 -0.827
C -1.465 0.526 0.638
C 0.795 1.244 0.291
C 0.591 -0.584 -0.399
C -0.178 -0.548 -0.076
C -1.332 0.304 -0.540

Atom charges from the Löwdin analysis, given in e for atoms 1 to 4: Hf 1.50; C -0.08; C -0.33; C -0.03

[3]
# C5H10O2

The molecule C5H10O2 (wB97M-V/def2-TZVPD, the OMol25 dataset).

Computed properties:
Total charge: 0
Highest occupied orbital energy (Eh): -0.35250
ΔE to the lowest compared entry with this formula, charge and spin (kJ/mol): 146.0
Multiplicity: 1
SMILES: OC[C@H]1CCOC1

Cartesian coordinates (Å):
O  2.367  0.206  0.878
C  1.593  -0.569  -0.018
C  0.132  -0.382  0.344
C  -0.324  1.080  0.283
C  -1.800  0.936  -0.062
O  -1.871  -0.170  -0.946
C  -0.825  -1.081  -0.642
H  3.284  0.186  0.580
H  1.744  -0.243  -1.061
H  1.867  -1.636  0.040
H  -0.025  -0.768  1.359
H  -0.142  1.619  1.216
H  0.204  1.605  -0.523
H  -2.220  1.804  -0.579
H  -2.401  0.750  0.844
H  -0.321  -1.339  -1.584
H  -1.239  -2.007  -0.220

Forces on atoms 1 to 6 (eV/Å):
O 0.323 0.037 0.000
C -0.281 -0.214 -0.283
C -0.006 -0.025 0.027
C -0.007 0.065 -0.014
C -0.027 0.237 0.151
O -0.066 -0.007 -0.079

Atom charges from the natural (NBO) analysis, given in e for atoms 1 to 4: O -0.72; C -0.05; C -0.27; C -0.42

[4]
# C3H4OS

A cluster of 2 separate species, C3H4OS in total at a distorted geometry (wB97M-V/def2-TZVPD, the OMol25 dataset).

Computed properties:
Total charge: 0
Highest occupied orbital energy (spin up / spin down) (Eh): -0.34210 / -0.34198
ΔE to the lowest compared entry with this formula, charge and spin (kJ/mol): 725.7
Multiplicity: 1

Cartesian coordinates (Å):
C  -0.535  -0.815  0.320
C  0.038  -0.374  -0.625
C  -1.147  -1.238  1.603
O  1.639  2.437  -2.169
S  1.581  0.984  -2.940
H  -2.086  -0.582  1.916
H  -0.549  -0.997  2.481
H  -1.452  -2.180  1.509
H  2.511  2.765  -2.095

Forces on atoms 1 to 6 (eV/Å):
C -0.859 -0.191 2.307
C 2.106 1.461 -3.220
C -0.960 5.527 0.441
O -2.031 -1.415 -1.436
S -1.239 0.282 2.703
H 1.519 -1.258 -1.272

Atom charges from the natural (NBO) analysis, given in e for atoms 1 to 4: C -0.24; C -0.07; C -0.66; O -0.78

[5]
# C47H38MgN4O6P2

A structure of composition C47H38MgN4O6P2 (wB97M-V/def2-TZVPD, the OMol25 dataset).

Computed properties:
Total charge: 0
Highest occupied orbital energy (Eh): -0.23705
ΔE to the lowest compared entry with this formula, charge and spin (kJ/mol): 0.0
Multiplicity: 1

Cartesian coordinates (Å):
Mg  0.604  -1.612  1.331
O  0.870  -0.159  -0.165
P  0.611  1.308  -0.242
C  -0.529  1.941  1.038
P  -0.050  1.362  2.700
O  0.917  0.235  2.557
C  0.715  2.735  3.568
C  -0.031  3.655  4.297
C  0.603  4.714  4.929
C  1.983  4.846  4.838
C  2.730  3.921  4.122
C  2.100  2.863  3.486
C  -1.557  0.921  3.564
C  -2.840  1.250  3.138
C  -3.943  0.808  3.853
C  -3.767  0.028  4.985
C  -2.489  -0.310  5.411
C  -1.386  0.136  4.705
C  -0.270  1.684  -1.762
C  -0.645  2.981  -2.112
C  -1.450  3.194  -3.217
C  -1.901  2.108  -3.962
C  -1.532  0.819  -3.616
C  -0.705  0.603  -2.522
C  2.129  2.258  -0.083
C  3.328  1.560  -0.177
C  4.533  2.233  -0.039
C  4.542  3.601  0.188
C  3.348  4.303  0.282
C  2.143  3.633  0.149
H  -1.502  1.532  0.757
H  -0.596  3.029  0.984
H  -1.106  3.540  4.382
H  0.025  5.427  5.501
H  2.478  5.668  5.338
H  3.806  4.020  4.062
H  2.675  2.124  2.942
H  -2.998  1.859  2.255
H  -4.940  1.063  3.518
H  -4.629  -0.332  5.531
H  -2.353  -0.940  6.279
H  -0.390  -0.163  5.010
H  -0.312  3.832  -1.528
H  -1.737  4.201  -3.492
H  -2.550  2.274  -4.813
H  -1.893  -0.028  -4.184
H  -0.425  -0.404  -2.235
H  3.304  0.490  -0.346
H  5.465  1.688  -0.110
H  5.484  4.124  0.295
H  3.355  5.369  0.469
H  1.219  4.190  0.251
C  -0.765  0.602  -7.850
O  -0.097  -0.184  -6.884
C  -0.808  -1.177  -6.285
C  -0.114  -1.937  -5.343
C  -0.735  -2.973  -4.678
C  -2.077  -3.272  -4.947
C  -2.754  -2.517  -5.892
C  -2.141  -1.460  -6.556
N  -2.779  -4.465  -4.532
N  -2.550  -5.072  -3.479
C  -1.664  -4.560  -2.482
C  -0.615  -5.361  -2.087
C  0.329  -4.942  -1.152
C  0.216  -3.708  -0.502
O  1.082  -3.248  0.319
C  -1.014  -2.971  -0.757
N  -1.281  -1.936  0.082
C  -2.385  -1.253  -0.084
C  -3.307  -1.514  -1.112
C  -3.069  -2.559  -1.959
C  -1.913  -3.356  -1.781
H  -0.046  1.343  -8.187
H  -1.633  1.110  -7.420
H  -1.087  -0.004  -8.701
H  0.925  -1.702  -5.154
H  -0.169  -3.556  -3.966
H  -3.771  -2.795  -6.139
H  -2.700  -0.900  -7.291
H  -0.512  -6.332  -2.558
H  1.172  -5.572  -0.899
H  -2.591  -0.472  0.644
H  -4.197  -0.906  -1.207
H  -3.776  -2.803  -2.742
O  0.395  -4.258  4.095
C  0.595  -3.204  3.508
O  -0.238  -2.452  2.900
C  2.024  -2.640  3.565
C  2.712  -2.745  4.769
C  3.950  -2.140  4.871
C  4.463  -1.471  3.764
C  3.704  -1.430  2.609
N  2.502  -1.994  2.504
H  2.262  -3.302  5.578
H  4.514  -2.184  5.795
H  5.431  -0.990  3.793
H  4.073  -0.923  1.723

Forces on atoms 1 to 6 (eV/Å):
Mg 0.257 0.070 -0.160
O 0.167 -0.063 0.098
P -0.036 0.025 -0.076
C -0.043 0.010 -0.040
P -0.066 0.055 -0.086
O -0.083 -0.170 -0.041

Atom charges from the natural (NBO) analysis, given in e for atoms 1 to 4: Mg 1.80; O -1.17; P 2.01; C -1.19

[6]
# C3H3LiLuO2

A structure of composition C3H3LiLuO2 at a distorted geometry (wB97M-V/def2-TZVPD, the OMol25 dataset).

Computed properties:
Total charge: +1
Highest occupied orbital energy (Eh): -0.41014
ΔE to the lowest compared entry with this formula, charge and spin (kJ/mol): 0.0
Multiplicity: 1

Cartesian coordinates (Å):
C  1.027  0.559  0.177
C  1.446  0.009  -0.976
H  2.380  0.345  -1.425
H  1.633  1.374  0.602
H  0.884  -0.793  -1.462
O  -3.213  -1.034  -1.423
C  -3.058  -0.462  -0.453
O  0.002  0.132  0.981
Li  -1.704  0.856  1.023
Lu  0.603  -0.985  2.956

Forces on atoms 1 to 6 (eV/Å):
C 1.577 -0.078 -0.499
C -0.669 0.019 0.754
H -0.477 0.104 0.033
H -0.342 -0.214 -0.111
H 0.272 0.133 0.178
O 0.174 1.152 2.136

Atom charges from the natural (NBO) analysis, given in e for atoms 1 to 4: C 0.08; C -0.46; H 0.23; H 0.17